1.
Here is a structure of composition C29H46N4O31PS3 at a distorted geometry from the OMol25 dataset. Energies are from ωB97M-V with the def2-TZVPD basis set.

gap between HOMO and LUMO = 7.479 eV
net charge = -1
LUMO energy = 1.58 eV
HOMO energy = -5.8983 eV
calculated total energy = -142048.4132 eV

The geometry in XYZ format:
```
114
C29H46N4O31PS3 ωB97M-V with the def2-TZVPD basis set
N 6.549 -1.604 -1.103
C 5.207 -1.415 -1.682
N 4.444 -2.588 -1.317
N 5.385 -1.252 -3.146
C 4.609 -0.115 -1.087
S 2.918 0.247 -1.684
O 2.352 1.276 -0.753
O 3.090 0.828 -3.039
N 1.980 -1.126 -1.602
S 0.893 -1.174 -2.860
O 0.206 0.102 -3.178
O 1.357 -1.900 -4.070
P -0.670 -2.437 -2.028
S 0.081 -4.059 -1.219
H 7.050 -2.168 -1.777
H 7.026 -0.715 -1.028
H 5.027 -3.414 -1.381
H 3.711 -2.709 -2.011
H 5.417 -0.262 -3.353
H 4.556 -1.600 -3.619
H 5.243 0.745 -1.330
H 4.577 -0.212 0.006
H -1.618 -2.731 -3.055
H -1.318 -1.712 -0.984
C 0.693 -2.742 2.448
C 1.679 -1.768 1.862
O 2.872 -2.051 2.610
C 2.777 -3.316 3.070
O 3.666 -3.916 3.588
O 1.538 -3.819 2.872
H -0.040 -3.084 1.719
H 0.170 -2.341 3.321
H 1.871 -1.952 0.801
H 1.375 -0.733 1.993
C -4.883 -0.145 -2.948
C -5.191 -1.476 -3.576
O -4.434 -2.383 -2.764
C -4.246 -1.791 -1.560
O -3.798 -2.331 -0.601
O -4.628 -0.494 -1.589
H -5.714 0.556 -3.017
H -3.987 0.318 -3.370
H -6.251 -1.737 -3.506
H -4.882 -1.529 -4.614
C 3.083 2.615 3.093
C 2.381 1.675 2.152
O 1.190 1.342 2.882
C 0.946 2.340 3.747
O -0.063 2.449 4.372
O 1.986 3.205 3.808
H 3.659 3.377 2.572
H 3.735 2.099 3.802
H 2.104 2.150 1.214
H 2.960 0.781 1.932
C 10.360 -3.765 1.010
C 9.302 -3.705 2.082
O 8.094 -3.716 1.327
C 8.359 -4.289 0.130
O 7.537 -4.598 -0.661
O 9.696 -4.463 -0.042
H 11.253 -4.301 1.327
H 10.648 -2.774 0.650
H 9.319 -4.580 2.736
H 9.369 -2.806 2.691
C -6.728 4.898 -2.855
C -6.782 3.724 -1.916
O -7.632 2.805 -2.616
C -7.567 3.110 -3.933
O -8.018 2.436 -4.801
O -6.918 4.280 -4.133
H -5.777 5.425 -2.817
H -7.538 5.611 -2.684
H -5.805 3.261 -1.767
H -7.203 3.980 -0.946
C -4.998 -0.672 -9.023
C -5.888 -0.481 -7.823
O -5.186 -1.191 -6.800
C -3.877 -1.244 -7.162
O -3.008 -1.617 -6.452
O -3.705 -0.814 -8.435
H -5.021 0.176 -9.705
H -5.235 -1.583 -9.579
H -5.977 0.568 -7.528
H -6.884 -0.893 -7.966
C -1.381 5.315 4.994
C -2.144 5.721 6.226
O -1.594 7.007 6.522
C -1.087 7.513 5.372
O -0.711 8.630 5.240
O -1.066 6.578 4.391
H -1.970 4.700 4.317
H -0.454 4.792 5.228
H -3.216 5.831 6.041
H -1.997 5.035 7.057
C -2.766 6.625 1.139
C -3.859 6.661 2.169
O -5.036 6.493 1.373
C -4.672 5.868 0.225
O -5.437 5.436 -0.574
O -3.326 5.804 0.111
H -1.843 6.193 1.521
H -2.551 7.612 0.724
H -3.789 5.834 2.881
H -3.888 7.600 2.717
C 1.890 -7.030 5.370
C 1.098 -7.318 4.125
O -0.028 -8.045 4.630
C -0.181 -7.709 5.933
O -1.117 -8.009 6.598
O 0.875 -6.986 6.378
H 2.430 -6.085 5.316
H 2.595 -7.829 5.614
H 0.743 -6.408 3.637
H 1.651 -7.914 3.403
```

2.
Here is a cluster of 5 separate species, C20H46N3O15PS4 in total at a distorted geometry from the OMol25 dataset. Energies are from ωB97M-V with the def2-TZVPD basis set.

gap between HOMO and LUMO = 10.156 eV
SMILES = CCCN[C@@H](C#N)[C@@H](C#N)CP(=O)(O)O.CCOS(C)(=O)=O.CCOS(C)(=O)=O.CCOS(C)(=O)=O.CCOS(C)(=O)=O
LUMO energy = -0.07 eV
HOMO energy = -10.2248 eV
energy relative to the best compared isomer or geometry (same formula, charge and spin) = 0.000 eV
calculated total energy = -109298.1191 eV

The geometry in XYZ format:
```
89
C20H46N3O15PS4 ωB97M-V with the def2-TZVPD basis set
C 5.309 -6.280 -4.332
C 4.625 -4.956 -3.956
C 3.343 -4.698 -4.772
N 2.684 -3.526 -4.217
C 1.254 -3.580 -4.236
C 0.771 -3.608 -5.637
N 0.244 -3.541 -6.618
C 0.609 -4.713 -3.371
C 0.381 -4.132 -2.009
N 0.077 -3.610 -1.062
C -0.784 -5.195 -3.860
P -0.768 -6.770 -4.806
O -1.382 -6.653 -6.102
O 0.732 -7.321 -4.969
O -1.564 -7.885 -3.964
H 6.381 -6.166 -4.438
H 4.878 -6.648 -5.263
H 5.125 -7.058 -3.594
H 4.351 -4.936 -2.900
H 5.295 -4.122 -4.156
H 2.720 -5.598 -4.802
H 3.689 -4.528 -5.795
H 3.043 -3.268 -3.313
H 0.910 -2.640 -3.806
H 1.281 -5.551 -3.211
H -1.360 -5.414 -2.958
H -1.357 -4.436 -4.380
H 1.101 -6.934 -5.772
H -1.271 -7.831 -3.046
C -1.831 -2.945 1.217
C -1.231 -1.556 1.251
O -2.199 -0.569 1.679
S -2.573 -0.427 3.229
C -3.401 1.123 3.079
O -1.375 -0.259 3.992
O -3.527 -1.433 3.565
H -2.055 -3.292 2.227
H -1.141 -3.656 0.756
H -2.767 -2.950 0.656
H -0.340 -1.527 1.883
H -0.923 -1.263 0.249
H -2.685 1.876 2.760
H -3.815 1.380 4.049
H -4.201 1.015 2.352
C 2.578 1.147 2.269
C 1.824 0.470 1.142
O 2.355 0.837 -0.144
S 3.693 0.133 -0.620
C 3.610 0.611 -2.313
O 3.517 -1.283 -0.517
O 4.804 0.785 -0.010
H 3.596 0.766 2.346
H 2.076 0.971 3.221
H 2.647 2.222 2.096
H 1.820 -0.615 1.264
H 0.787 0.801 1.155
H 2.729 0.160 -2.763
H 4.511 0.247 -2.801
H 3.565 1.696 -2.368
C -0.219 2.639 -0.801
C 0.421 4.010 -0.888
O -0.560 5.041 -0.721
S -0.977 5.242 0.795
C -1.810 6.779 0.599
O 0.201 5.449 1.575
O -1.944 4.243 1.143
H -0.589 2.444 0.205
H 0.500 1.862 -1.053
H -1.069 2.567 -1.480
H 1.220 4.121 -0.152
H 0.870 4.151 -1.870
H -1.091 7.526 0.275
H -2.229 7.049 1.568
H -2.604 6.657 -0.133
C -3.208 6.849 7.822
C -2.285 6.426 6.696
O -2.856 5.373 5.897
S -3.963 5.762 4.822
C -3.944 4.241 3.930
O -3.447 6.802 3.982
O -5.220 5.895 5.483
H -4.099 7.344 7.435
H -2.698 7.543 8.491
H -3.541 5.983 8.393
H -2.012 7.274 6.067
H -1.363 6.024 7.112
H -2.968 4.107 3.472
H -4.711 4.298 3.160
H -4.167 3.433 4.619
```